{"formula": "C34H39ClIrO5P", "method": "wB97M-V/def2-TZVPD", "spin_multiplicity": 2, "s2": 0.8841, "e_homo_ev": [-16.73, -16.71], "de_lowest_kcal_mol": 84.9, "lumo_ha": [-0.3878, -0.4123], "total_charge": 3, "elements": ["Ir", "C", "O", "C", "C", "O", "C", "C", "O", "C", "H", "H", "H", "H", "H", "H", "H", "H", "H", "H", "H", "H", "H", "H", "Cl", "C", "C", "C", "C", "C", "C", "P", "C", "C", "C", "C", "C", "C", "C", "C", "C", "C", "C", "C", "H", "H", "H", "H", "H", "H", "H", "H", "H", "H", "H", "H", "H", "H", "C", "C", "C", "C", "C", "C", "C", "C", "C", "C", "O", "O", "H", "H", "H", "H", "H", "H", "H", "H", "H", "H", "H"], "coordinates": [[-0.28360, -0.20480, 0.03070], [-0.76550, 3.22450, 0.28510], [0.17950, 2.24260, -0.11760], [1.51940, 2.64090, 0.16000], [2.46530, 1.50160, -0.23410], [2.04610, 0.23840, 0.25480], [2.48560, -0.16480, 1.54280], [1.59340, 0.33670, 2.68170], [0.22690, 0.08650, 2.35820], [-0.66430, 0.57770, 3.35040], [-0.58370, 4.16600, -0.24330], [-0.72210, 3.40750, 1.36450], [-1.75060, 2.84290, 0.01750], [1.61640, 2.90340, 1.22160], [1.77190, 3.52710, -0.43600], [3.47770, 1.73040, 0.11300], [2.47750, 1.39420, -1.32230], [3.51370, 0.16940, 1.71640], [2.46520, -1.25780, 1.51280], [1.73670, 1.41160, 2.85510], [1.85430, -0.19790, 3.60380], [-0.57360, -0.01890, 4.26340], [-1.67680, 0.50030, 2.95430], [-0.45120, 1.62410, 3.59060], [-0.41680, -0.21110, -2.51060], [-2.04450, 0.11870, -3.00220], [-2.28310, 0.35500, -4.34820], [-3.57710, 0.62800, -4.77110], [-4.62290, 0.64580, -3.85990], [-4.37970, 0.40900, -2.51580], [-3.08610, 0.13600, -2.06510], [-2.74700, -0.12430, -0.29850], [-4.28250, 0.26580, 0.59720], [-4.58530, 1.59290, 0.90750], [-5.74940, 1.90210, 1.59060], [-6.61440, 0.88690, 1.98700], [-6.32660, -0.43250, 1.66240], [-5.16780, -0.75120, 0.97600], [-2.57790, -1.92640, -0.04590], [-2.65570, -2.87070, -1.07070], [-2.64470, -4.21340, -0.74610], [-2.55020, -4.62310, 0.57900], [-2.46240, -3.68610, 1.60080], [-2.45170, -2.34290, 1.28700], [-1.46840, 0.33000, -5.05490], [-3.76000, 0.82730, -5.81650], [-5.63020, 0.84660, -4.19770], [-5.19500, 0.42580, -1.80840], [-3.90970, 2.38300, 0.61220], [-5.97560, 2.92980, 1.82650], [-7.50450, 1.12560, 2.54860], [-7.01380, -1.21970, 1.93890], [-4.96880, -1.77880, 0.70970], [-2.76830, -2.55660, -2.09970], [-2.74160, -4.95170, -1.52590], [-2.56710, -5.67480, 0.81920], [-2.40500, -4.00030, 2.63350], [-2.38970, -1.60240, 2.07320], [-0.13980, -8.52200, -1.29620], [0.29650, -7.11760, -1.18650], [0.60880, -6.56300, 0.06390], [0.85750, -5.20170, 0.22710], [1.23710, -4.66090, 1.55870], [0.86110, -4.40250, -0.92650], [0.62440, -4.93120, -2.21110], [0.68230, -4.08740, -3.42890], [0.37620, -6.29830, -2.32030], [1.08890, -2.88460, -0.80830], [1.87590, -2.30380, -1.51750], [0.27740, -2.39880, 0.03340], [-0.52350, -8.91160, -0.35590], [0.72690, -9.13890, -1.57180], [-0.86980, -8.65740, -2.09460], [0.70230, -7.21500, 0.92040], [1.13610, -5.41360, 2.33340], [0.64250, -3.78540, 1.81540], [2.27910, -4.34160, 1.51990], [0.03290, -3.21220, -3.36860], [0.44980, -4.66000, -4.32440], [1.70500, -3.70380, -3.52230], [0.20910, -6.72670, -3.29730]], "atomic_forces_ev_per_a": [[1.76, 2.08, -0.62], [-0.58, 0.42, 0.13], [-0.51, -1.57, -0.15], [0.83, -0.39, 0.18], [-0.29, 0.87, -0.47], [-1.04, -0.68, 0.11], [-0.01, -0.40, 0.75], [0.80, 0.15, -0.36], [-0.34, -0.60, -1.80], [-0.69, 0.21, 0.45], [0.02, -0.17, 0.02], [0.05, -0.09, -0.10], [0.07, 0.13, 0.00], [-0.09, -0.05, -0.13], [-0.12, -0.11, 0.06], [-0.08, -0.10, -0.06], [0.07, 0.05, 0.12], [-0.10, -0.08, -0.05], [0.06, 0.12, 0.04], [-0.13, -0.15, -0.01], [-0.07, 0.06, -0.14], [0.01, 0.02, -0.15], [0.06, -0.02, 0.09], [0.05, -0.08, -0.12], [0.99, -0.27, 1.57], [-1.48, 0.36, -0.15], [0.43, -0.17, 0.30], [-0.09, -0.06, 0.19], [0.04, -0.05, -0.08], [0.11, -0.06, 0.10], [0.76, 0.46, 0.16], [0.53, -2.76, -0.21], [0.63, 0.60, 0.42], [0.06, 0.07, 0.01], [0.00, -0.07, 0.02], [0.24, 0.07, -0.11], [-0.06, 0.04, -0.07], [0.22, -0.18, -0.20], [-0.68, -0.11, -0.02], [-0.14, 0.50, 0.25], [0.14, -0.27, 0.12], [-0.05, 0.09, -0.04], [0.21, -0.10, -0.04], [-0.11, 0.17, -0.32], [0.09, 0.03, -0.11], [0.00, 0.01, -0.06], [0.00, 0.02, 0.03], [-0.07, 0.06, 0.05], [0.00, 0.15, 0.00], [-0.02, 0.10, 0.02], [-0.10, 0.02, 0.00], [0.01, -0.04, 0.01], [-0.01, -0.04, 0.09], [-0.06, -0.01, -0.08], [0.00, -0.10, -0.14], [-0.05, -0.12, 0.02], [0.00, -0.04, 0.03], [-0.07, 0.02, 0.15], [0.04, -0.06, -0.02], [-0.26, -0.51, -0.15], [0.58, 1.53, 1.06], [0.04, -2.11, 0.44], [0.00, 0.21, 0.18], [0.12, 1.35, 0.27], [-0.36, -1.85, -1.00], [0.46, 0.21, -0.35], [0.12, 1.62, -0.51], [0.65, -0.80, -1.40], [0.16, 0.10, -0.03], [-2.37, 2.63, 1.59], [0.01, 0.00, 0.01], [0.07, -0.01, -0.02], [0.02, 0.01, -0.01], [-0.21, -0.07, 0.10], [0.03, -0.05, 0.05], [-0.05, -0.11, 0.05], [0.14, 0.01, 0.09], [-0.06, -0.05, 0.04], [-0.10, 0.02, 0.07], [-0.18, 0.02, -0.11], [-0.08, -0.04, -0.09]], "lowdin_spin": [-0.039, -0.001, -0.012, 0.000, 0.000, 0.008, 0.000, 0.000, -0.004, 0.000, -0.001, 0.000, 0.000, 0.000, 0.000, 0.000, 0.000, 0.000, 0.000, 0.000, 0.000, 0.000, 0.000, 0.000, -0.001, -0.001, 0.000, -0.001, 0.000, 0.000, -0.001, -0.004, -0.001, 0.000, 0.000, 0.000, 0.000, 0.000, 0.001, 0.001, 0.002, 0.000, 0.000, -0.001, 0.000, 0.000, 0.000, 0.000, 0.000, 0.000, 0.000, 0.000, 0.000, 0.000, 0.000, 0.000, 0.000, 0.000, 0.055, 0.229, 0.095, 0.048, 0.001, 0.312, 0.064, 0.005, 0.069, 0.020, 0.028, 0.081, 0.003, 0.028, 0.007, 0.002, 0.000, 0.001, 0.002, 0.002, 0.000, 0.003, 0.001]}

{"formula": "C34H39KN2O3Sb2", "method": "wB97M-V/def2-TZVPD", "e_homo_ev": -7.96, "lumo_ha": 0.0080, "elements": ["K", "C", "C", "C", "Sb", "C", "C", "C", "C", "C", "C", "C", "C", "C", "C", "C", "C", "Sb", "C", "C", "C", "C", "C", "C", "C", "C", "C", "C", "C", "C", "H", "H", "H", "H", "H", "H", "H", "H", "H", "H", "H", "H", "H", "H", "H", "H", "H", "H", "H", "H", "H", "H", "H", "H", "H", "H", "C", "N", "C", "C", "C", "N", "C", "C", "O", "H", "H", "H", "H", "H", "H", "H", "H", "H", "H", "H", "H", "O", "C", "O", "H"], "coordinates": [[-0.91780, -1.27640, 0.09476], [2.00931, -1.51062, -2.47853], [2.13245, -1.96943, -1.03043], [1.89146, -0.86757, -0.01581], [1.74740, -1.59293, 2.01763], [1.05726, 0.32673, 2.71698], [0.08208, 0.36220, 3.71617], [-0.41110, 1.56628, 4.20035], [0.06791, 2.76906, 3.68934], [1.03500, 2.75815, 2.68709], [1.52460, 1.54885, 2.20478], [3.85924, -1.19046, 2.29696], [4.75886, -2.09636, 1.73335], [6.13665, -1.89438, 1.80334], [6.63208, -0.78116, 2.46336], [5.75504, 0.11133, 3.06126], [4.38141, -0.09141, 2.98117], [0.00602, -0.90520, -3.08002], [0.12879, 1.03738, -2.15023], [-0.96267, 1.54286, -1.44525], [-0.91183, 2.79811, -0.84453], [0.22543, 3.57085, -0.94921], [1.32501, 3.09105, -1.66065], [1.27293, 1.84095, -2.25327], [0.75499, -0.13718, -4.95054], [0.41578, 1.13765, -5.40414], [0.82500, 1.57990, -6.65675], [1.56999, 0.75417, -7.48572], [1.90666, -0.52749, -7.05084], [1.49262, -0.97023, -5.79836], [2.26418, -2.31574, -3.15803], [2.66528, -0.66984, -2.71735], [3.14465, -2.35676, -0.86683], [1.48639, -2.83027, -0.84421], [1.08643, -0.15361, -0.30077], [2.70398, -0.12974, -0.02122], [-0.30395, -0.56993, 4.11662], [-1.16993, 1.56127, 4.96743], [-0.31078, 3.71310, 4.06352], [1.42197, 3.68328, 2.28844], [2.28364, 1.56433, 1.43226], [4.39587, -2.98062, 1.22275], [6.80298, -2.60989, 1.33777], [7.70601, -0.61414, 2.51178], [6.13518, 0.97751, 3.59199], [3.72102, 0.62607, 3.46039], [-1.88686, 0.97119, -1.37896], [-1.76967, 3.17892, -0.30373], [0.26344, 4.55118, -0.48178], [2.22107, 3.69248, -1.74614], [2.12482, 1.48466, -2.81447], [-0.16443, 1.81230, -4.78262], [0.55851, 2.58082, -6.97848], [1.88087, 1.10133, -8.46238], [2.46710, -1.18806, -7.69963], [1.74867, -1.98365, -5.49735], [-3.47162, 1.91995, 1.75493], [-4.26164, 0.71551, 1.88243], [-5.68393, 0.86345, 2.10304], [-6.23331, -0.38791, 2.75145], [-5.86490, -1.57281, 1.89769], [-4.43500, -1.61229, 1.69068], [-3.88854, -2.87489, 1.22160], [-3.67691, -0.48332, 1.66451], [-2.48296, -0.53276, 1.46084], [-3.56757, 2.53287, 2.65940], [-3.81964, 2.52017, 0.91329], [-2.42418, 1.66904, 1.61898], [-6.20212, 1.06815, 1.15843], [-5.83324, 1.74704, 2.73078], [-7.31681, -0.31142, 2.85805], [-5.79565, -0.51014, 3.74095], [-6.39883, -1.54926, 0.93539], [-6.14019, -2.52021, 2.36923], [-4.25317, -3.67311, 1.86277], [-2.79973, -2.87962, 1.28617], [-4.18514, -3.06865, 0.18175], [-1.16315, -3.04603, -1.39737], [-0.63772, -3.79515, -0.52521], [-0.29180, -3.45403, 0.65106], [-0.43923, -4.84542, -0.82211]], "atomic_forces_ev_per_a": [[0.60, 1.59, -0.46], [-0.33, 0.10, 0.02], [0.29, -0.13, -0.16], [-0.01, 1.18, -0.24], [0.59, 0.33, 0.40], [0.00, 0.34, 0.01], [0.11, -0.09, -0.14], [0.14, 0.21, -0.20], [0.01, -0.14, -0.07], [-0.07, -0.32, 0.13], [-0.25, -0.22, 0.20], [0.05, -0.01, 0.13], [0.19, 0.06, 0.00], [-0.37, -0.01, -0.02], [0.29, 0.00, -0.02], [-0.09, 0.04, 0.03], [-0.05, 0.01, 0.01], [0.29, 0.33, -0.72], [-0.03, 0.35, 0.05], [0.02, 0.02, -0.10], [-0.20, -0.02, 0.03], [0.31, 0.17, -0.01], [-0.12, 0.01, 0.11], [-0.25, -0.10, 0.10], [-0.06, -0.10, -0.15], [0.10, -0.05, -0.07], [-0.01, 0.06, 0.02], [0.05, -0.25, 0.17], [-0.19, 0.21, -0.02], [-0.01, 0.15, -0.07], [0.11, -0.23, -0.15], [0.02, -0.04, 0.12], [0.06, 0.03, -0.02], [-0.02, 0.20, -0.07], [0.24, -0.80, 0.30], [0.34, -0.44, 0.07], [-0.01, 0.03, 0.01], [-0.09, 0.04, 0.12], [0.00, -0.04, 0.01], [0.00, 0.14, -0.05], [0.01, -0.02, -0.04], [-0.06, -0.05, -0.03], [0.04, 0.03, 0.03], [-0.18, -0.01, 0.03], [0.00, -0.05, -0.03], [0.02, -0.09, -0.08], [0.05, 0.01, 0.00], [0.00, -0.04, -0.01], [0.00, -0.12, -0.06], [0.00, 0.02, -0.02], [0.11, -0.02, -0.06], [0.03, -0.08, 0.03], [0.01, -0.06, -0.03], [0.02, -0.02, -0.01], [0.05, -0.01, 0.01], [-0.02, 0.11, 0.02], [-0.03, 0.25, 0.29], [-0.49, 0.34, 0.19], [-0.05, 0.28, -0.01], [-0.23, 0.14, 0.01], [-0.15, -0.42, -0.23], [-0.14, -0.03, 0.07], [0.26, 0.15, -0.11], [-1.02, -0.09, 0.28], [0.62, 0.19, 0.63], [0.00, -0.09, -0.07], [-0.03, 0.04, -0.15], [-0.06, -0.02, 0.00], [-0.04, -0.04, -0.05], [-0.02, -0.12, 0.06], [0.05, -0.03, 0.01], [0.01, 0.02, 0.12], [0.03, 0.09, 0.05], [-0.09, 0.12, 0.10], [-0.10, -0.12, -0.01], [-0.17, 0.04, 0.00], [0.05, -0.04, 0.16], [0.13, -1.49, 0.07], [-0.04, -0.04, 0.35], [-0.25, -1.36, -0.86], [-0.01, 0.01, 0.04]], "lowdin_charge": [0.689, -0.340, -0.365, -0.442, 1.548, -0.390, -0.145, -0.097, -0.092, -0.088, -0.130, -0.385, -0.152, -0.094, -0.103, -0.094, -0.127, 1.560, -0.423, -0.160, -0.088, -0.091, -0.074, -0.129, -0.398, -0.139, -0.096, -0.098, -0.094, -0.141, 0.045, 0.057, 0.100, 0.067, -0.002, 0.069, 0.093, 0.099, 0.099, 0.098, 0.095, 0.087, 0.100, 0.101, 0.100, 0.087, 0.090, 0.090, 0.104, 0.104, 0.098, 0.093, 0.100, 0.097, 0.098, 0.090, -0.028, -0.075, -0.160, -0.151, -0.168, -0.076, -0.007, -0.494, -0.137, 0.096, 0.090, 0.074, 0.129, 0.124, 0.121, 0.125, 0.133, 0.124, 0.094, 0.068, 0.109, -0.316, -0.586, -0.300, 0.128]}

| no. | M (u) |
| --- | --- |
| 1 | 786.3 |
| 2 | 806.3 |